1.
Computed, not measured: C54H56Cl2GaGe2NOS5 as an isolated structure in a non-equilibrium geometry, with ωB97M-V/def2-TZVPD.

Summary:
energy above the lowest of the compared OMol25 structures with the same formula, charge and spin: 55.6 kJ/mol
E_HOMO (alpha / beta): -4.75 / -5.01 eV
charge: -1
multiplicity: 2
E: -11211.64541 Eh

Element x y z (Å)
Ga 0.6316 -0.0962 0.0374
C -3.6300 -4.8093 4.8897
C -2.2575 -4.2363 5.1390
C -2.0814 -2.8885 5.4250
C -0.8199 -2.3361 5.6225
C -0.6917 -0.8721 5.9609
C 0.3045 -3.1651 5.4986
C 0.1452 -4.5357 5.2647
C 1.3208 -5.4741 5.1565
C -1.1344 -5.0475 5.0850
C 1.6849 -2.5969 5.6514
C 2.1617 -2.4242 6.9489
C 3.4290 -1.9136 7.1794
C 4.2281 -1.5726 6.1005
C 3.7830 -1.7497 4.7911
C 2.5075 -2.2764 4.5486
Ge 1.8026 -2.3127 2.7064
S 1.2003 -0.2774 2.3240
S 0.1501 -3.7246 2.1327
Ge 1.2595 -3.7149 0.1965
S 0.7615 -2.0853 -1.1453
S 3.2250 -3.2356 1.1998
C 1.1068 -5.4362 -0.7811
C 1.8706 -6.5776 -0.4493
C 1.7894 -7.7279 -1.2379
C 0.9554 -7.7962 -2.3363
C 0.1625 -6.7067 -2.6400
C 0.2177 -5.5395 -1.8823
C -0.7874 -4.4920 -2.2648
C -0.6183 -3.7236 -3.4149
C 0.6136 -3.8199 -4.2839
C -1.5708 -2.7562 -3.7264
C -2.6737 -2.5312 -2.9217
C -3.6443 -1.4149 -3.2125
C -2.8461 -3.3402 -1.8029
C -1.9279 -4.3190 -1.4641
C -2.1558 -5.1364 -0.2151
C 2.8067 -6.7288 0.7155
C 4.1782 -6.5424 0.5431
C 4.7684 -5.9768 -0.7273
C 5.0417 -6.8634 1.5876
C 4.5781 -7.3428 2.7993
C 5.5199 -7.6343 3.9398
C 3.2076 -7.5320 2.9467
C 2.3130 -7.2446 1.9247
C 0.8418 -7.5173 2.1222
C 4.6904 -1.3067 3.6833
C 4.5840 -0.0213 3.1538
C 3.6283 1.0079 3.7083
C 5.4219 0.3384 2.0945
C 6.3628 -0.5340 1.5736
C 7.2306 -0.1421 0.4036
C 6.4888 -1.7925 2.1597
C 5.6693 -2.1906 3.2041
C 5.8042 -3.5675 3.7959
H -4.4039 -4.0543 5.0293
H -3.8407 -5.6416 5.5649
H -3.7134 -5.1866 3.8674
H -2.9506 -2.2408 5.4887
H -1.6715 -0.4465 6.1803
H -0.2655 -0.3185 5.1225
H -0.0433 -0.7119 6.8253
H 2.2443 -5.0338 5.5305
H 1.4900 -5.7437 4.1127
H 1.1282 -6.3932 5.7161
H -1.2490 -6.1081 4.8704
H 1.5177 -2.6938 7.7794
H 3.7895 -1.7769 8.1926
H 5.2152 -1.1503 6.2604
H 2.4025 -8.5795 -0.9632
H 0.9088 -8.6968 -2.9375
H -0.5316 -6.7458 -3.4725
H 1.3448 -4.5258 -3.8952
H 1.0970 -2.8416 -4.3433
H 0.3560 -4.1268 -5.3014
H -1.4119 -2.1274 -4.5988
H -3.4670 -0.9806 -4.1974
H -3.5424 -0.6201 -2.4684
H -4.6778 -1.7646 -3.1737
H -3.7059 -3.1803 -1.1581
H -3.2094 -5.1100 0.0651
H -1.5927 -4.7368 0.6326
H -1.8557 -6.1778 -0.3450
H 4.0420 -5.9198 -1.5362
H 5.6100 -6.5854 -1.0663
H 5.1406 -4.9639 -0.5456
H 6.1097 -6.7126 1.4481
H 6.5609 -7.5377 3.6282
H 5.3729 -8.6445 4.3284
H 5.3548 -6.9387 4.7673
H 2.8254 -7.9286 3.8836
H 0.6754 -8.0510 3.0596
H 0.4330 -8.1173 1.3064
H 0.2724 -6.5852 2.1583
H 2.9383 0.5868 4.4369
H 3.0241 1.4529 2.9167
H 4.1962 1.8081 4.1924
H 5.3195 1.3310 1.6635
H 7.0270 0.8810 0.0866
H 7.0510 -0.7983 -0.4514
H 8.2914 -0.2158 0.6547
H 7.2325 -2.4883 1.7787
H 6.7000 -4.0620 3.4190
H 4.9416 -4.1841 3.5294
H 5.8575 -3.5330 4.8864
O 3.2909 -0.3091 -0.3815
H 3.3765 -1.2333 -0.6496
H 3.6903 -0.2976 0.5004
Cl -1.6096 0.0856 0.2075
S 0.6296 3.1610 0.4891
C 1.2489 1.8710 -0.2283
Cl 3.2277 3.9949 -2.4872
C 1.7279 3.1339 -2.5071
C 0.6067 3.6843 -3.0389
C -0.5530 2.8894 -3.0949
C -0.4722 1.5241 -2.7277
N 0.5841 0.9919 -2.1975
C 1.6848 1.8561 -1.8145
H 0.6130 4.6908 -3.4366
H -1.4881 3.2974 -3.4563
H -1.3305 0.8691 -2.8378
H 2.6247 1.3131 -1.8339

---

2.
Computed, not measured: C2H5IN2OS in the gas phase in a non-equilibrium geometry, with ωB97M-V/def2-TZVPD.

Summary:
energy above the lowest of the compared OMol25 structures with the same formula, charge and spin: 129.5 kJ/mol
E_HOMO: -9.10 eV
E: -959.75438 Eh

Element x y z (Å)
C -2.0356 -0.2347 2.3924
C 0.6816 0.5492 0.1094
N -0.8726 0.2111 2.2178
N -0.0783 0.3467 -0.9918
O -0.0825 -1.9304 0.9781
S 0.4205 -0.6584 1.5364
I -3.6813 0.8632 3.0252
H -2.4740 -1.1899 2.2264
H 1.8126 0.1546 -0.0558
H 0.5798 1.5744 0.6223
H 0.4311 0.2911 -1.8459
H -0.8813 -0.3506 -1.0127